[1]
The following is a DFT calculation (the ωB97M-V functional and the def2-TZVPD basis) of a cluster of 2 separate species, C35H35BO6 in total at a distorted geometry.

Atoms and positions in Å:
1 C -5.066 -3.796 5.123
2 C -4.059 -2.790 5.368
3 C -3.549 -2.246 6.526
4 C -2.494 -1.349 6.129
5 C -2.378 -1.426 4.762
6 B -1.334 -0.767 3.739
7 C -0.351 0.218 4.482
8 C -0.283 1.585 4.626
9 C 0.719 1.877 5.612
10 C 1.222 0.660 6.005
11 C 2.117 0.265 7.072
12 O 0.630 -0.345 5.273
13 C -0.337 -1.872 3.213
14 C -0.228 -3.233 3.312
15 C 0.895 -3.654 2.532
16 C 1.438 -2.521 2.011
17 C 2.509 -2.276 1.065
18 O 0.746 -1.440 2.484
19 C -2.447 -0.121 2.822
20 C -2.693 -0.147 1.473
21 C -3.881 0.618 1.220
22 C -4.316 1.043 2.456
23 C -5.433 1.860 2.889
24 O -3.459 0.589 3.432
25 O -3.369 -2.264 4.296
26 H -5.496 -4.064 6.090
27 H -5.856 -3.426 4.464
28 H -4.634 -4.693 4.667
29 H -3.862 -2.457 7.539
30 H -1.910 -0.716 6.794
31 H -0.882 2.320 4.095
32 H 1.002 2.849 6.005
33 H 2.600 1.161 7.473
34 H 1.578 -0.221 7.899
35 H 2.883 -0.427 6.706
36 H -0.876 -3.881 3.893
37 H 1.250 -4.670 2.374
38 H 3.098 -3.189 0.929
39 H 2.104 -1.979 0.085
40 H 3.169 -1.491 1.436
41 H -2.096 -0.658 0.723
42 H -4.350 0.819 0.261
43 H -5.999 2.181 2.011
44 H -6.112 1.307 3.555
45 H -5.082 2.753 3.425
46 C -1.723 5.579 -3.121
47 O -1.993 4.165 -2.929
48 C -1.236 3.497 -2.021
49 C -1.494 2.105 -1.857
50 C -0.833 1.405 -0.886
51 C 0.119 2.032 -0.024
52 C 0.760 1.312 1.013
53 C 2.009 1.757 1.594
54 C 3.261 1.135 1.318
55 C 4.454 1.708 1.683
56 C 4.456 2.903 2.444
57 O 5.665 3.360 2.857
58 C 5.670 4.460 3.800
59 C 3.235 3.562 2.719
60 C 2.048 2.978 2.323
61 C 0.467 3.389 -0.313
62 C -0.229 4.129 -1.243
63 H -2.461 5.872 -3.868
64 H -1.869 6.161 -2.194
65 H -0.699 5.725 -3.501
66 H -2.250 1.638 -2.490
67 H -0.995 0.334 -0.788
68 H 0.368 0.339 1.262
69 H 3.260 0.231 0.715
70 H 5.411 1.256 1.426
71 H 6.734 4.582 4.019
72 H 5.261 5.375 3.337
73 H 5.112 4.226 4.726
74 H 3.226 4.518 3.249
75 H 1.104 3.487 2.531
76 H 1.304 3.846 0.209
77 H -0.026 5.201 -1.362

## Properties
Total energy, eV: -49818.9086
E_HOMO, eV: -6.15
Relative energy (zero: lowest compared OMol25 entry of this formula, charge and spin), kcal/mol: 22.4
HOMO-LUMO gap, eV: 3.424

***

[2]
The following is a DFT calculation (the ωB97M-V functional and the def2-TZVPD basis) of a structure of composition C19H20B3Br58NO5 at a distorted geometry.

Atoms and positions in Å:
1 O 3.668 -1.773 4.360
2 N 3.546 -2.329 3.349
3 O 3.244 -1.373 2.290
4 B 1.793 -1.246 2.279
5 O 1.101 0.020 2.462
6 B 0.558 -0.145 3.744
7 O -0.331 -1.211 3.881
8 B 0.224 -2.329 3.330
9 Br 0.096 -4.078 4.186
10 O 0.961 -2.326 2.150
11 H 0.902 0.556 4.623
12 C -3.857 -4.786 3.780
13 Br -3.343 -4.007 2.089
14 Br -3.042 -6.513 4.046
15 Br -3.504 -3.592 5.249
16 H -4.923 -4.942 3.743
17 C -3.379 -0.783 8.270
18 Br -4.727 0.565 7.991
19 Br -4.158 -2.540 8.410
20 Br -2.004 -0.715 6.919
21 H -2.909 -0.568 9.215
22 C -2.330 -9.099 1.073
23 Br -1.838 -9.789 2.804
24 Br -0.979 -7.909 0.378
25 Br -2.753 -10.501 -0.176
26 H -3.225 -8.515 1.210
27 C 4.219 2.538 1.833
28 Br 2.955 3.952 1.435
29 Br 3.363 0.814 2.096
30 Br 5.597 2.440 0.485
31 H 4.703 2.799 2.763
32 C 7.736 6.158 -0.306
33 Br 7.994 4.489 -1.242
34 Br 7.016 7.519 -1.461
35 Br 6.665 5.935 1.285
36 H 8.713 6.498 0.015
37 C 0.883 4.245 5.244
38 Br 2.753 4.270 4.788
39 Br -0.213 3.932 3.685
40 Br 0.489 2.997 6.661
41 H 0.640 5.227 5.615
42 C -0.390 -8.751 -3.507
43 Br -2.271 -8.348 -3.616
44 Br -0.072 -10.585 -3.014
45 Br 0.535 -8.274 -5.132
46 H 0.018 -8.139 -2.719
47 C -1.676 -5.277 -6.787
48 Br -0.561 -4.560 -8.186
49 Br -1.757 -4.102 -5.260
50 Br -3.434 -5.723 -7.441
51 H -1.218 -6.195 -6.454
52 C -5.668 3.279 3.925
53 Br -3.784 3.540 4.225
54 Br -6.738 4.342 5.130
55 Br -6.148 3.595 2.082
56 H -5.885 2.245 4.138
57 C -3.240 2.617 -0.454
58 Br -2.866 0.941 -1.332
59 Br -2.096 2.905 1.068
60 Br -3.178 4.101 -1.679
61 H -4.250 2.557 -0.081
62 C 0.472 -0.822 -2.088
63 Br 0.909 -2.393 -3.123
64 Br 1.660 -0.582 -0.580
65 Br 0.398 0.761 -3.181
66 H -0.516 -0.981 -1.688
67 C 3.062 7.912 -0.779
68 Br 3.312 6.256 -1.725
69 Br 2.327 9.284 -1.918
70 Br 2.008 7.667 0.818
71 H 4.038 8.248 -0.467
72 C -8.038 7.662 3.791
73 Br -9.573 7.212 2.715
74 Br -6.535 8.181 2.704
75 Br -8.458 8.999 5.115
76 H -7.751 6.770 4.321
77 C -5.736 7.192 -2.946
78 Br -6.952 8.188 -4.062
79 Br -3.913 7.776 -3.172
80 Br -6.266 7.220 -1.093
81 H -5.781 6.165 -3.268
82 C 5.344 -1.538 -2.395
83 Br 4.132 -0.506 -3.480
84 Br 7.145 -0.860 -2.520
85 Br 4.764 -1.657 -0.558
86 H 5.355 -2.540 -2.791
87 C 6.177 -5.269 4.692
88 Br 4.881 -3.897 4.201
89 Br 5.328 -6.976 4.995
90 Br 7.599 -5.397 3.394
91 H 6.629 -4.972 5.626
92 C -1.209 -3.094 -12.161
93 Br -2.588 -2.689 -10.880
94 Br 0.552 -3.036 -11.371
95 Br -1.536 -4.772 -13.054
96 H -1.241 -2.324 -12.914
97 C 10.780 7.532 2.313
98 Br 11.039 5.861 1.377
99 Br 10.059 8.900 1.158
100 Br 9.713 7.308 3.903
101 H 11.753 7.868 2.631
102 C -6.133 -6.683 -10.130
103 Br -7.617 -7.038 -11.308
104 Br -4.650 -5.883 -11.066
105 Br -6.669 -5.630 -8.603
106 H -5.793 -7.634 -9.754

## Properties
Total energy, eV: -4096243.9136
E_HOMO, eV: -9.30
HOMO-LUMO gap, eV: 7.638

***

[3]
The following is a DFT calculation (the ωB97M-V functional and the def2-TZVPD basis) of a cluster of 20 separate species, H40O20 in total at a distorted geometry.

Atoms and positions in Å:
1 O 2.203 4.976 -1.586
2 H 1.843 4.532 -2.449
3 H 1.536 4.687 -1.003
4 O -4.598 -1.194 0.982
5 H -4.844 -1.705 0.163
6 H -4.819 -1.975 1.592
7 O 1.278 -2.936 2.951
8 H 0.923 -2.415 2.191
9 H 1.931 -2.348 3.408
10 O 0.479 4.773 1.714
11 H 1.070 4.886 2.485
12 H 0.113 3.969 1.386
13 O 0.481 0.374 5.312
14 H -0.453 0.403 5.628
15 H 0.774 -0.485 5.264
16 O -1.986 -3.272 3.269
17 H -1.071 -3.085 2.961
18 H -1.851 -4.180 3.366
19 O 1.497 -1.122 -1.952
20 H 2.060 -1.533 -2.592
21 H 1.808 -0.692 -1.092
22 O -2.243 1.887 -4.511
23 H -3.113 1.724 -4.279
24 H -2.084 2.679 -4.890
25 O 2.358 -2.108 -4.582
26 H 2.666 -1.333 -3.996
27 H 3.220 -2.537 -4.648
28 O -4.637 2.133 2.629
29 H -4.689 2.119 1.581
30 H -3.692 2.468 2.856
31 O -2.253 3.341 0.930
32 H -2.301 2.324 1.040
33 H -2.997 3.907 1.215
34 O -4.256 -0.226 -2.576
35 H -4.363 -0.669 -1.725
36 H -5.076 0.272 -2.758
37 O -3.013 0.054 3.611
38 H -3.466 0.586 3.047
39 H -3.077 -0.875 3.151
40 O -4.109 3.277 -0.464
41 H -4.851 3.017 -1.043
42 H -3.445 2.732 -0.637
43 O 3.255 -4.500 -1.737
44 H 3.818 -3.977 -1.157
45 H 2.880 -5.142 -1.123
46 O 5.262 -0.111 0.931
47 H 5.368 0.392 1.753
48 H 5.806 -0.909 1.245
49 O 0.411 2.268 -4.154
50 H -0.590 1.920 -4.270
51 H 0.723 1.696 -3.416
52 O 1.140 -3.912 -0.432
53 H 0.839 -3.118 -0.028
54 H 1.614 -3.886 -1.365
55 O 4.999 -0.194 -2.130
56 H 5.481 -0.283 -1.324
57 H 4.249 0.404 -1.878
58 O 3.839 -3.062 1.544
59 H 2.864 -3.356 1.838
60 H 4.342 -3.798 1.507

## Properties
Total energy, eV: -41594.8682
E_HOMO, eV: -10.64
Relative energy (zero: lowest compared OMol25 entry of this formula, charge and spin), kcal/mol: 188.1
HOMO-LUMO gap, eV: 10.079

***

[4]
The following is a DFT calculation (the ωB97M-V functional and the def2-TZVPD basis) of a cluster of 2 separate species, C5H15NO in total at a distorted geometry.

Atoms and positions in Å:
1 C 1.032 -0.492 1.133
2 C -0.404 -0.241 0.689
3 C -1.617 -1.104 1.100
4 C -0.344 0.016 -0.841
5 C -1.513 0.737 -1.513
6 N 1.190 -1.146 2.424
7 H 1.528 -1.199 0.441
8 H 1.675 0.365 0.884
9 H -0.664 0.748 1.115
10 H -1.694 -1.946 0.408
11 H -1.539 -1.550 2.090
12 H -2.489 -0.494 0.932
13 H -0.243 -1.003 -1.252
14 H 0.572 0.565 -1.098
15 H -1.364 0.522 -2.582
16 H -2.437 0.238 -1.234
17 H -1.508 1.799 -1.297
18 H 0.347 -1.505 2.862
19 H 1.562 -0.570 3.170
20 H 2.608 1.755 -1.748
21 H 2.499 2.081 -3.277
22 O 2.803 2.422 -2.406

## Properties
Total energy, eV: -8965.1474
E_HOMO, eV: -9.02
Relative energy (zero: lowest compared OMol25 entry of this formula, charge and spin), kcal/mol: 27.9
HOMO-LUMO gap, eV: 9.783

***

[5]
The following is a DFT calculation (the ωB97M-V functional and the def2-TZVPD basis) of a cluster of 2 separate species, C4H10 in total at a distorted geometry.

Atoms and positions in Å:
1 C -0.210 4.370 3.286
2 C 0.311 4.994 1.921
3 H -0.677 4.955 4.011
4 H 0.490 3.745 3.729
5 H -1.029 3.665 3.077
6 H 1.205 5.588 2.292
7 H 0.504 4.363 1.007
8 H -0.579 5.652 1.559
9 C 0.599 -6.230 -3.440
10 C -0.720 -6.233 -3.534
11 H 1.284 -6.542 -2.599
12 H 1.302 -6.018 -4.164
13 H -1.435 -6.414 -2.654
14 H -1.045 -5.893 -4.492

## Properties
Total energy, eV: -4308.0068
E_HOMO, eV: -10.26
Relative energy (zero: lowest compared OMol25 entry of this formula, charge and spin), kcal/mol: 54.3
HOMO-LUMO gap, eV: 11.549